The following is a DFT calculation (wB97M-V/def2-TZVPD) of 2 unconnected molecules or ions with the total composition C31H47BrFN6O2S2 at a distorted geometry.

XYZ file:
```
90
Properties=species:S:1:pos:R:3:forces:R:3:mulliken_charge:R:1
C 3.658 2.259 -1.605 0.20 -0.55 0.00 -0.302
C 2.798 1.430 -1.510 -0.57 0.63 0.48 -0.438
N 1.683 0.654 -1.314 -0.13 -1.47 -0.89 0.548
C 1.396 -0.386 -2.340 1.18 0.41 -1.19 0.349
C 2.690 -0.699 -3.120 0.07 -0.11 -0.14 -0.361
C 2.934 -0.111 -4.500 0.05 -0.41 0.00 -1.344
N 3.486 -1.491 -2.539 -0.17 0.07 0.08 -0.494
C 0.908 0.801 -0.254 0.34 1.28 2.42 -1.109
N -0.235 0.218 0.174 -0.56 1.46 -1.79 0.770
C -1.170 -0.587 -0.622 0.44 -0.60 -0.79 -1.996
C -1.798 0.066 -1.890 -1.02 -0.44 0.01 0.322
C -3.314 0.380 -1.765 0.49 -0.01 -0.28 -1.251
Br -1.689 -1.293 -3.348 0.14 0.16 0.16 -0.141
C -0.818 1.100 1.244 -1.15 -0.47 1.18 -0.343
C -2.298 1.488 1.127 -0.75 0.43 -0.33 -0.432
C -2.845 2.144 2.436 0.02 -0.31 -0.59 -1.103
C -3.079 3.650 2.313 0.12 0.17 0.47 -0.263
F -2.800 4.251 3.543 0.05 -0.01 0.08 -0.330
C 0.140 2.313 1.344 0.31 -0.25 -1.46 1.910
C -0.231 3.401 0.366 -0.50 0.09 0.73 -1.924
C -0.544 4.390 -0.245 -0.49 -0.59 0.17 -0.044
C 0.384 2.936 2.712 0.82 0.49 0.49 -0.655
C 1.332 4.176 2.673 -0.14 -0.13 0.52 -1.005
C 0.565 5.428 3.138 0.10 -0.40 0.25 -0.636
O 1.329 6.610 3.066 -0.09 -0.09 -0.15 -0.544
N 1.349 1.730 0.686 0.36 -0.11 0.26 0.717
C 2.471 1.282 1.530 0.37 -0.80 0.33 -1.357
C 2.174 0.080 2.459 0.68 -0.38 -0.23 -0.702
C 2.350 -1.298 1.733 0.04 0.79 0.42 -0.211
S 3.750 -2.274 2.400 -0.19 -0.60 -0.08 -0.193
C 2.834 -3.251 3.655 -0.28 0.20 0.75 0.133
S 2.123 -2.410 4.870 -0.14 -0.25 -0.35 -0.197
N 2.751 -4.645 3.567 0.26 1.76 -1.52 0.058
C 1.378 -5.130 3.310 -0.42 -0.63 0.14 -0.732
C 1.050 -5.364 1.826 -0.45 -0.61 0.32 -0.151
O 2.032 -6.146 1.178 0.26 0.45 -0.06 -0.425
C 3.230 -5.372 1.204 -0.20 0.36 0.10 -0.094
C 3.725 -5.261 2.653 0.06 -0.98 -0.46 -0.896
H 4.550 2.847 -1.634 -0.19 0.07 -0.11 0.487
H 1.089 -1.333 -1.908 -0.16 0.28 0.19 0.371
H 0.689 0.033 -3.056 -0.23 -0.22 0.30 0.263
H 3.613 -0.787 -5.030 -0.08 0.13 0.06 0.442
H 2.031 -0.032 -5.110 0.00 0.11 0.22 0.337
H 3.432 0.862 -4.454 -0.24 0.00 0.14 0.288
H 4.306 -1.665 -3.119 0.06 -0.05 0.09 0.293
H -1.969 -0.962 0.020 0.19 0.25 0.12 0.901
H -0.641 -1.486 -0.946 -0.04 0.17 0.20 0.825
H -1.249 0.931 -2.264 0.09 -0.12 0.13 0.472
H -3.780 -0.296 -1.043 0.00 0.17 -0.06 0.326
H -3.478 1.424 -1.493 -0.02 -0.17 0.15 0.241
H -3.800 0.209 -2.726 0.00 0.16 0.13 0.419
H -0.825 0.429 2.116 0.51 0.60 0.27 0.193
H -2.951 0.634 0.927 0.43 -0.11 0.02 0.537
H -2.493 2.187 0.302 0.33 -0.17 0.04 0.131
H -3.808 1.684 2.668 0.23 -0.08 0.13 0.458
H -2.159 1.910 3.253 -0.21 0.25 0.11 0.471
H -4.125 3.887 2.103 0.13 -0.13 -0.18 0.406
H -2.434 4.139 1.581 -0.05 -0.19 -0.02 0.060
H -1.077 5.190 -0.716 0.46 0.04 -0.16 0.550
H -0.544 3.272 3.183 -0.09 -0.19 -0.37 0.583
H 0.823 2.228 3.422 -0.25 -0.25 -0.33 0.243
H 1.832 4.307 1.708 -0.28 0.07 -0.03 0.476
H 2.129 4.016 3.409 -0.02 0.04 -0.21 0.414
H -0.410 5.504 2.637 0.20 0.12 -0.15 0.269
H 0.344 5.282 4.203 -0.06 0.08 -0.15 0.354
H 1.440 6.840 2.139 0.05 0.10 -0.03 0.336
H 3.286 0.963 0.869 -0.12 0.27 0.05 0.501
H 2.875 2.101 2.125 -0.35 0.21 -0.28 0.503
H 2.948 0.097 3.234 -0.24 0.14 -0.01 0.883
H 1.224 0.144 2.990 0.01 0.02 -0.16 0.238
H 2.650 -1.110 0.693 -0.10 -0.27 0.08 -0.072
H 1.426 -1.879 1.748 0.21 -0.12 -0.05 0.253
H 1.248 -6.083 3.833 0.09 0.09 -0.04 0.343
H 0.636 -4.433 3.706 0.32 -0.01 0.20 0.409
H 0.120 -5.946 1.799 0.14 0.12 0.00 0.377
H 0.852 -4.431 1.273 0.30 0.02 0.10 0.038
H 3.992 -5.800 0.547 -0.19 -0.31 0.21 0.371
H 2.975 -4.385 0.793 0.28 -0.02 0.10 0.060
H 4.708 -4.788 2.693 -0.25 0.18 0.20 0.475
H 3.866 -6.293 3.004 0.03 0.16 0.01 0.352
N -4.827 -1.898 -5.392 -0.06 0.02 0.03 0.104
C -4.876 -0.622 -5.888 0.04 0.01 0.04 -0.319
C -6.086 -0.459 -6.509 0.02 0.04 0.03 -0.540
C -6.795 -1.683 -6.380 -0.01 -0.04 0.03 -0.392
C -5.994 -2.549 -5.685 0.02 0.00 -0.01 -0.519
H -4.054 -2.293 -4.891 0.00 -0.01 0.01 0.121
H -4.048 0.055 -5.759 0.00 -0.01 -0.04 0.359
H -6.425 0.436 -7.002 0.00 -0.01 0.00 0.403
H -7.781 -1.901 -6.754 0.01 0.00 0.00 0.394
H -6.153 -3.568 -5.375 -0.01 0.00 -0.03 0.373
```
Forces are in eV/Å.

Computed properties:
Charge: +1



The following is a DFT calculation (wB97M-V/def2-TZVPD) of 2 unconnected molecules or ions with the total composition C31H47ClN2O10P at a distorted geometry.

XYZ file:
```
92
Properties=species:S:1:pos:R:3:forces:R:3:mulliken_charge:R:1
C -4.871 4.214 -1.349 0.67 0.22 0.37 -1.011
C -4.777 2.665 -1.898 -0.76 0.59 0.79 0.022
O -3.541 2.389 -2.685 -0.20 -1.23 2.97 -0.509
C -2.567 1.651 -1.847 3.16 -1.80 2.66 -0.002
C -2.621 0.014 -1.614 2.56 1.41 1.22 -0.028
C -3.783 -0.943 -2.329 0.60 1.69 0.08 -0.815
C -5.160 -0.769 -1.456 -0.26 -0.90 0.82 -0.107
C -5.802 -2.216 -0.929 -0.07 -0.06 1.15 -0.800
C -5.448 -2.472 0.685 0.74 0.86 -0.62 -0.730
C -3.828 -2.722 0.771 0.30 -0.54 0.08 0.506
C -3.375 -4.048 1.621 1.62 0.05 0.08 -0.680
C -1.766 -4.314 1.253 -0.27 0.61 -1.01 0.188
O -1.370 -5.729 1.394 0.73 1.10 -0.56 -0.450
C -0.068 -5.994 0.728 1.39 0.09 -0.93 -0.372
C -1.479 -0.685 -0.654 -0.34 3.23 -0.64 -0.031
C -0.280 0.164 0.145 -1.86 -0.79 -1.62 -0.014
N 0.664 -0.656 0.976 0.50 6.53 -0.47 -0.328
C 1.660 0.288 1.595 -0.02 1.96 -0.26 0.314
C 2.801 -0.439 2.579 -1.70 -0.40 -0.12 -0.482
C 3.787 -1.475 1.777 -0.02 -1.03 0.84 -0.307
C 5.364 -1.069 1.960 -1.39 1.83 -0.51 0.051
O 6.210 -2.167 2.518 2.96 3.11 1.02 -0.354
C 7.434 -1.427 2.975 4.72 0.91 -3.88 0.627
C 7.567 -0.727 4.475 -1.37 0.25 -0.22 -0.568
O 8.507 -1.242 2.162 -7.01 -1.54 4.99 -0.576
C 1.733 1.906 1.426 -1.52 -2.60 -1.11 0.057
C 2.912 2.846 2.150 -2.51 0.77 -0.60 -0.427
Cl 4.649 2.312 1.633 -1.15 0.48 0.55 -0.202
C 2.732 2.975 3.776 1.50 -1.01 0.15 -0.204
C 2.516 4.503 4.331 -0.06 -0.93 0.56 -0.873
N 0.755 2.658 0.564 -0.08 -4.52 0.39 -0.483
C -0.257 1.770 -0.097 -0.21 0.05 -0.02 -0.030
C -1.374 2.495 -1.099 -1.16 -2.05 0.35 0.539
C -1.248 4.141 -1.329 0.57 -1.63 -0.90 -0.687
C 0.090 4.338 -2.304 0.86 -0.28 0.17 -0.610
C 0.347 3.021 -3.290 -0.97 -0.46 0.42 -0.064
O 1.242 3.361 -4.446 -0.91 -3.13 -1.54 -0.419
C 1.173 2.155 -5.330 -2.79 -0.96 -4.96 0.674
C 2.003 0.749 -4.972 -0.59 1.21 1.79 -0.700
O 0.421 2.116 -6.459 4.59 1.18 7.10 -0.591
H -4.026 4.446 -0.540 -1.81 -0.73 -1.75 0.208
H -4.716 5.027 -2.199 -0.52 -1.83 1.61 0.242
H -5.912 4.363 -0.813 1.96 -0.26 -1.19 0.352
H -5.742 2.476 -2.557 2.12 0.27 0.99 0.256
H -4.858 1.967 -0.948 0.39 1.33 -2.11 0.046
H -3.984 -0.482 -3.407 0.54 -1.10 2.23 0.299
H -3.421 -2.065 -2.452 -0.66 2.50 0.44 0.432
H -4.915 -0.170 -0.454 -0.52 -1.12 -2.32 0.072
H -5.977 -0.187 -2.074 1.63 -1.11 1.24 0.234
H -6.977 -2.188 -0.996 2.21 -0.19 -0.22 0.297
H -5.331 -3.146 -1.495 -1.23 2.02 0.91 0.334
H -6.073 -3.376 1.139 1.32 1.94 -0.96 0.310
H -5.658 -1.453 1.262 0.03 -2.28 -1.06 0.256
H -3.444 -2.871 -0.336 -0.69 0.28 2.35 -0.311
H -3.249 -1.785 1.215 -1.33 -1.95 -1.05 0.143
H -3.959 -5.025 1.314 0.99 2.02 0.69 0.265
H -3.408 -3.839 2.790 -0.39 -0.58 -2.39 0.228
H -1.048 -3.610 1.873 -1.47 -1.34 -1.11 0.157
H -1.656 -4.031 0.121 0.09 -0.47 1.99 -0.023
H 0.816 -6.179 1.508 -2.05 0.41 -1.32 0.184
H -0.114 -6.958 0.026 -0.27 2.05 1.65 0.169
H 0.274 -5.105 0.021 -0.81 -1.72 1.21 0.142
H -1.523 -1.851 -0.538 0.45 2.58 -0.40 0.264
H 3.399 0.324 3.232 -1.13 -1.25 -1.46 0.040
H 2.155 -1.090 3.342 1.34 1.37 -1.60 0.242
H 3.443 -1.596 0.661 0.87 0.36 2.12 0.381
H 3.640 -2.545 2.280 0.42 2.25 -1.16 0.188
H 5.744 -0.665 0.929 -0.23 -1.08 1.99 0.226
H 5.460 -0.180 2.730 -0.44 -1.63 -1.60 -0.161
H 7.343 -1.532 5.296 0.60 1.52 -1.56 0.253
H 6.725 0.110 4.595 1.66 -1.95 -0.41 0.112
H 8.591 -0.155 4.626 -2.07 -1.69 -0.63 0.266
H 2.814 3.956 1.722 0.12 -2.67 0.63 0.238
H 3.752 2.586 4.257 -2.19 0.71 -0.98 0.062
H 1.910 2.208 4.100 1.39 1.74 -0.63 0.341
H 3.498 4.807 4.932 -2.17 -0.34 -1.48 0.225
H 1.625 4.457 5.120 1.83 0.44 -1.81 0.229
H 2.287 5.228 3.438 0.40 -1.29 1.95 0.282
H -1.116 4.648 -0.272 -0.13 -0.87 -2.25 0.275
H -2.167 4.584 -1.933 1.80 -1.20 1.51 0.059
H 0.033 5.307 -2.963 -0.02 -1.84 1.16 0.388
H 1.029 4.431 -1.602 -1.81 -0.22 -1.41 0.122
H -0.657 2.634 -3.793 1.92 0.89 1.45 0.164
H 0.868 2.137 -2.724 -1.27 1.78 -0.79 0.097
H 2.416 0.906 -3.863 -0.58 -0.58 -2.60 0.234
H 1.226 -0.137 -4.888 1.65 1.83 -0.38 0.251
H 2.861 0.533 -5.747 -1.92 0.60 1.56 0.323
O 0.011 -3.968 -2.094 -0.92 0.16 0.28 -0.596
P 1.414 -3.710 -2.668 -0.12 -1.18 0.74 0.585
O 2.458 -4.469 -1.832 0.49 -0.01 0.15 -0.779
O 1.717 -2.203 -2.623 0.22 0.81 -0.30 -0.391
O 1.471 -4.200 -4.125 0.06 0.35 -0.48 -0.738
```
Forces are in eV/Å.

Computed properties:
Charge: -3



The following is a DFT calculation (wB97M-V/def2-TZVPD) of 6 unconnected molecules or ions with the total composition C31H47FO20S at a distorted geometry.

XYZ file:
```
100
Properties=species:S:1:pos:R:3:forces:R:3:mulliken_charge:R:1
C -0.925 1.450 2.244 -0.38 0.45 0.28 -1.272
C -0.140 0.714 1.454 -0.13 -0.07 -0.17 -0.660
C -0.493 0.152 0.077 2.30 0.30 -1.69 2.306
C 0.057 1.055 -1.032 -0.08 0.96 0.27 0.788
C -0.238 2.547 -0.843 0.36 -0.37 -0.41 -0.947
F -0.359 0.632 -2.293 -0.36 -0.23 -0.11 -0.485
C 0.382 -1.158 0.048 -3.96 1.89 2.60 -0.576
O 1.291 -1.433 -0.599 3.44 -1.05 -1.88 -0.578
O -0.250 -1.943 0.967 0.31 -1.05 -0.31 -0.443
C -1.629 -1.958 0.486 1.64 0.72 -0.31 -0.878
C -1.846 -0.517 -0.128 -1.77 -0.51 1.35 -0.165
C -3.095 0.098 0.546 0.26 0.02 0.43 -0.833
C -4.421 -0.325 -0.115 0.70 0.74 -0.33 -1.038
C -5.075 0.818 -0.920 -0.90 -1.61 0.87 -0.877
S -6.125 1.850 0.104 1.09 1.84 -0.34 1.240
O -6.847 2.707 -0.762 -1.31 -0.31 -1.02 -0.672
O -5.343 2.595 1.044 0.71 -0.64 1.15 -0.576
O -7.088 0.878 0.919 0.23 -0.08 -0.38 -0.516
H -1.104 1.158 3.277 1.26 0.95 0.48 0.230
H -1.457 2.331 1.900 -1.23 -0.86 -0.37 0.267
H 0.850 0.464 1.833 -0.47 -1.34 0.43 0.495
H 1.143 0.966 -1.049 0.03 -0.32 0.09 -0.125
H -0.430 2.974 -1.828 -0.29 0.09 0.13 0.504
H -1.030 2.744 -0.126 -0.23 0.12 -0.26 0.111
H 0.682 2.995 -0.474 -0.35 0.10 0.00 -0.017
H -1.566 -2.683 -0.318 -0.97 -0.35 0.20 0.286
H -2.212 -2.227 1.358 -0.44 -0.08 -0.29 0.512
H -2.129 -0.693 -1.167 0.71 0.48 -0.25 0.844
H -3.003 1.184 0.618 -0.19 -0.02 -0.17 0.554
H -3.113 -0.255 1.578 0.05 0.22 0.08 0.397
H -5.123 -0.683 0.634 -0.05 -0.19 -0.11 0.563
H -4.211 -1.117 -0.837 -0.20 -0.21 0.17 0.448
H -4.353 1.445 -1.432 -0.12 0.38 0.13 0.334
H -5.747 0.354 -1.645 -0.09 0.33 -0.14 0.454
H -7.130 1.216 1.833 0.19 -0.15 -0.04 0.382
C -5.116 4.923 5.878 0.42 0.00 0.05 -1.526
C -5.272 3.895 4.781 -0.05 0.48 0.41 0.634
C -6.601 3.183 4.796 -0.27 0.05 -0.22 -0.504
O -6.272 1.910 4.228 0.13 -0.03 0.10 -0.339
C -4.961 1.673 4.516 0.18 -0.07 -0.12 0.623
O -4.426 0.620 4.394 -0.03 0.02 -0.08 -0.545
O -4.355 2.802 4.962 -0.27 -0.22 -0.20 -0.343
H -5.001 4.438 6.848 -0.16 -0.06 -0.03 0.361
H -4.222 5.523 5.714 -0.04 0.03 -0.01 0.360
H -5.976 5.593 5.911 -0.01 -0.03 -0.06 0.381
H -5.074 4.344 3.805 -0.06 -0.13 -0.07 0.261
H -7.354 3.691 4.196 0.02 -0.17 -0.11 0.340
H -6.995 3.023 5.803 0.12 0.07 0.05 0.305
C 0.424 6.439 2.667 -0.35 -0.11 -0.25 -1.543
C 1.119 5.104 2.811 -0.20 0.63 0.07 0.584
C 2.603 5.211 3.056 0.15 -0.04 0.28 -0.550
O 3.094 3.996 2.477 -0.13 0.04 -0.22 -0.369
C 2.230 3.649 1.492 -0.02 -0.09 0.04 0.519
O 2.454 2.824 0.662 0.24 0.06 0.18 -0.384
O 1.084 4.367 1.577 0.33 -0.21 0.08 -0.268
H 0.686 6.911 1.719 0.17 0.00 0.06 0.362
H -0.658 6.307 2.668 0.02 0.02 0.04 0.359
H 0.687 7.108 3.486 0.03 -0.06 0.03 0.399
H 0.631 4.501 3.580 0.09 -0.10 -0.03 0.231
H 2.853 5.263 4.114 0.10 -0.19 -0.04 0.321
H 3.065 6.055 2.538 -0.12 0.03 -0.04 0.321
C 1.910 -6.350 -1.634 0.04 -0.47 -0.04 -1.635
C 0.433 -6.045 -1.551 0.59 0.01 -0.08 0.870
C 0.122 -4.750 -0.848 -0.06 0.24 -0.04 -0.493
O -1.176 -5.010 -0.292 0.15 -0.34 0.03 -0.308
C -1.251 -6.354 -0.078 -0.02 -0.11 0.00 0.532
O -2.087 -6.883 0.581 -0.04 0.04 -0.03 -0.564
O -0.244 -7.003 -0.714 -0.30 0.31 0.15 -0.406
H 2.303 -6.627 -0.655 -0.05 0.17 0.06 0.470
H 2.085 -7.198 -2.299 0.00 0.04 -0.03 0.303
H 2.469 -5.495 -2.017 -0.10 0.05 0.00 0.326
H -0.018 -6.079 -2.541 -0.07 0.03 0.04 0.303
H 0.091 -3.902 -1.530 -0.15 0.00 0.05 0.339
H 0.810 -4.522 -0.031 0.04 -0.06 -0.04 0.214
C 4.849 0.803 -0.614 0.10 -0.35 0.27 -1.358
C 5.885 1.896 -0.525 -0.52 -0.39 -0.13 0.719
C 6.012 2.721 -1.781 -0.07 0.30 -0.05 -0.439
O 7.381 3.138 -1.737 0.04 -0.23 0.06 -0.354
C 8.066 2.185 -1.048 0.06 -0.06 0.07 0.575
O 9.249 2.095 -1.019 -0.02 0.04 0.02 -0.528
O 7.211 1.349 -0.404 0.16 0.36 -0.16 -0.377
H 5.185 -0.004 -1.267 0.04 0.14 -0.14 0.418
H 4.676 0.362 0.368 -0.08 0.04 -0.02 0.339
H 3.900 1.192 -0.983 0.02 0.07 0.05 0.195
H 5.697 2.527 0.347 0.05 0.07 -0.04 0.210
H 5.346 3.581 -1.787 0.16 0.09 0.00 0.276
H 5.854 2.139 -2.693 -0.04 -0.11 0.08 0.338
C 4.834 -7.223 -6.573 -0.22 -0.35 -0.12 -1.425
C 3.724 -6.202 -6.472 0.57 -0.33 0.00 0.475
C 4.035 -5.049 -5.550 0.07 0.30 -0.07 -0.476
O 2.734 -4.668 -5.088 -0.04 -0.26 0.05 -0.285
C 1.957 -5.782 -5.130 -0.06 -0.04 -0.04 0.605
O 0.896 -5.881 -4.603 0.02 0.04 -0.14 -0.524
O 2.559 -6.765 -5.845 -0.13 0.35 0.11 -0.337
H 4.912 -7.801 -5.652 0.04 0.16 0.08 0.356
H 4.629 -7.930 -7.377 0.04 0.03 -0.01 0.350
H 5.791 -6.741 -6.778 -0.04 0.06 -0.01 0.372
H 3.438 -5.850 -7.466 -0.07 0.08 0.05 0.254
H 4.521 -4.220 -6.061 -0.17 0.10 0.06 0.326
H 4.640 -5.340 -4.687 0.01 -0.12 -0.06 0.299
```
Forces are in eV/Å.



Number 1: gap between HOMO and LUMO 6.91 eV, HOMO energy -9.969 eV. Number 2: gap between HOMO and LUMO 2.25 eV, HOMO energy 2.949 eV. Number 3: gap between HOMO and LUMO 8.85 eV, HOMO energy -8.725 eV.